[1]
A 8-piece molecular cluster, C35H73INO9PS2 overall at a distorted geometry. Source: the OMol25 dataset; level of theory: ωB97M-V/def2-TZVPD.

The calculation puts the calculated total energy at -3544.2320 a.u. For the largest force on an atom, the calculation gives 8.9 eV Å⁻¹. The value obtained for the HOMO energy is -8.500 eV.

The geometry in XYZ format:
```
122
Properties=species:S:1:pos:R:3:forces:R:3
O 5.263 3.479 -4.624 -0.11 8.29 -2.97
C 5.287 4.762 -5.066 0.78 -5.05 1.42
C 6.771 5.393 -5.482 -1.84 3.98 -1.35
C 6.748 6.789 -6.055 -0.90 -4.28 1.83
I 8.740 7.584 -6.668 -2.23 -0.50 0.54
C 5.346 7.682 -6.228 2.07 5.41 -1.98
O 5.542 8.941 -6.707 -1.91 -8.09 3.12
C 3.890 7.055 -5.808 0.57 -4.22 1.80
N 2.543 7.728 -5.943 3.26 6.09 3.54
C 2.584 9.034 -5.438 0.15 -0.68 -4.36
S 2.603 10.768 -5.502 -0.25 -6.28 0.78
C 3.888 5.650 -5.233 1.28 3.07 -2.05
P 2.258 4.771 -4.643 0.78 0.33 2.07
S 2.471 3.907 -2.878 -0.08 0.34 -0.97
H 7.778 4.773 -5.341 -2.68 1.41 -0.30
H 1.287 5.848 -4.414 0.88 -0.83 -1.19
H 1.837 3.846 -5.665 0.24 0.99 0.12
C 1.525 -0.548 1.562 -0.02 0.05 0.13
C 1.581 -0.063 0.122 -0.03 0.09 0.15
O 1.733 1.350 0.005 -0.08 0.09 -0.04
C 2.907 1.912 0.587 -0.02 -0.10 -0.09
C 4.195 1.366 -0.004 0.06 -0.08 -0.15
H 0.702 -0.060 2.099 0.11 -0.13 -0.12
H 1.373 -1.632 1.594 -0.03 0.15 -0.03
H 2.446 -0.324 2.104 0.00 -0.08 -0.02
H 0.638 -0.319 -0.371 0.09 0.25 0.00
H 2.370 -0.575 -0.436 0.09 -0.04 0.04
H 2.885 1.787 1.674 0.07 -0.08 0.02
H 2.863 2.992 0.400 -0.22 -0.20 -0.09
H 4.297 0.290 0.159 0.05 0.08 0.10
H 5.061 1.857 0.451 -0.08 -0.06 0.00
H 4.223 1.537 -1.085 -0.03 0.05 0.13
C -2.526 -4.809 0.284 0.07 -0.11 -0.11
C -2.285 -3.447 0.914 0.10 0.01 -0.16
O -1.466 -2.591 0.121 0.10 0.01 0.14
C -1.958 -2.268 -1.178 -0.05 0.01 0.03
C -3.300 -1.557 -1.156 -0.08 0.05 0.11
H -1.573 -5.315 0.088 -0.17 0.08 0.10
H -3.129 -5.436 0.948 0.10 0.08 -0.05
H -3.054 -4.729 -0.669 -0.07 0.00 0.04
H -1.761 -3.589 1.865 0.09 0.19 -0.18
H -3.229 -2.950 1.155 -0.09 -0.02 -0.04
H -1.996 -3.168 -1.801 -0.07 0.01 -0.04
H -1.215 -1.606 -1.639 0.01 -0.18 0.25
H -4.084 -2.175 -0.712 0.01 0.00 -0.10
H -3.611 -1.300 -2.173 0.06 -0.02 0.10
H -3.236 -0.636 -0.566 0.02 -0.09 -0.12
C 7.783 2.996 5.129 -0.13 0.07 0.11
C 7.815 2.275 3.791 -0.13 0.07 0.03
O 6.660 2.514 2.990 -0.05 -0.06 -0.03
C 6.409 3.870 2.626 0.07 -0.09 -0.02
C 7.536 4.498 1.823 0.15 -0.04 -0.07
H 6.892 2.706 5.700 0.19 0.01 -0.10
H 8.674 2.751 5.716 -0.12 0.00 -0.08
H 7.752 4.081 5.007 0.09 -0.03 0.01
H 7.852 1.197 3.975 -0.20 0.12 -0.19
H 8.721 2.523 3.231 0.04 0.09 0.02
H 6.180 4.463 3.517 0.07 0.05 0.01
H 5.499 3.868 2.015 0.13 -0.23 0.16
H 8.470 4.534 2.388 -0.07 0.09 0.00
H 7.275 5.522 1.540 0.00 -0.12 0.02
H 7.725 3.920 0.913 -0.07 0.08 0.10
C 0.732 -3.046 7.412 0.01 -0.18 -0.02
C 0.947 -1.806 6.559 -0.02 -0.13 -0.12
O 0.894 -2.064 5.158 0.11 0.00 -0.02
C -0.329 -2.598 4.657 -0.01 0.13 0.06
C -1.527 -1.694 4.898 0.03 0.14 0.02
H 1.477 -3.813 7.167 -0.10 0.17 0.07
H 0.818 -2.798 8.475 0.02 -0.02 -0.14
H -0.254 -3.485 7.251 -0.01 0.06 0.07
H 1.945 -1.407 6.767 -0.09 -0.04 -0.28
H 0.239 -1.016 6.825 -0.08 -0.03 0.04
H -0.500 -3.599 5.068 -0.05 -0.01 0.07
H -0.197 -2.727 3.577 0.23 0.11 0.20
H -1.712 -1.535 5.963 -0.06 -0.09 -0.05
H -2.429 -2.134 4.463 0.09 0.08 0.01
H -1.361 -0.711 4.445 -0.08 -0.16 0.01
C -6.169 1.744 3.962 -0.12 -0.11 -0.08
C -4.685 1.710 4.290 -0.04 -0.11 -0.11
O -3.961 0.735 3.544 0.03 -0.08 0.10
C -3.980 0.879 2.125 0.05 0.07 0.05
C -3.400 2.198 1.644 0.09 0.12 0.07
H -6.622 0.760 4.135 0.09 0.19 0.02
H -6.681 2.483 4.586 0.08 -0.11 -0.05
H -6.350 2.007 2.918 0.00 0.08 0.05
H -4.565 1.450 5.346 0.16 -0.14 -0.20
H -4.230 2.697 4.163 -0.05 0.06 -0.06
H -4.996 0.730 1.745 -0.04 0.07 -0.03
H -3.376 0.059 1.719 -0.06 0.04 0.31
H -3.969 3.054 2.014 -0.04 -0.05 -0.10
H -3.405 2.239 0.550 0.02 -0.03 0.11
H -2.369 2.314 1.994 -0.12 -0.06 -0.09
C 1.433 -4.232 -5.780 -0.05 -0.09 -0.16
C 0.691 -3.568 -4.631 -0.03 -0.07 -0.08
O -0.655 -4.015 -4.490 -0.12 0.04 0.01
C -0.838 -5.406 -4.238 0.05 0.11 0.06
C -0.169 -5.882 -2.960 0.09 0.06 0.12
H 0.904 -4.061 -6.726 0.11 0.02 0.18
H 2.447 -3.827 -5.865 -0.15 -0.02 0.02
H 1.515 -5.312 -5.643 0.08 0.04 0.04
H 0.646 -2.490 -4.819 -0.24 -0.15 0.08
H 1.232 -3.693 -3.688 0.05 -0.07 0.00
H -0.505 -5.993 -5.101 0.07 -0.03 0.03
H -1.919 -5.570 -4.153 0.15 0.26 -0.09
H 0.915 -5.749 -2.991 -0.06 -0.09 -0.03
H -0.373 -6.945 -2.797 0.00 0.11 -0.02
H -0.543 -5.317 -2.099 0.02 -0.08 -0.12
C -9.938 -2.679 -2.132 -0.08 -0.06 0.16
C -8.755 -1.800 -2.507 -0.01 -0.06 0.13
O -7.756 -1.730 -1.494 0.04 0.07 0.05
C -7.143 -2.962 -1.121 -0.01 0.08 -0.11
C -6.435 -3.658 -2.271 0.04 0.04 -0.17
H -10.402 -2.321 -1.204 0.07 -0.02 -0.20
H -10.689 -2.668 -2.929 0.10 0.03 0.11
H -9.639 -3.716 -1.969 -0.03 0.01 -0.09
H -9.114 -0.778 -2.665 0.24 -0.06 0.17
H -8.312 -2.120 -3.455 -0.01 -0.09 -0.02
H -7.880 -3.623 -0.652 -0.01 -0.06 -0.06
H -6.406 -2.725 -0.345 -0.22 0.19 -0.12
H -7.126 -3.926 -3.074 0.02 -0.08 0.09
H -5.953 -4.576 -1.922 -0.04 0.09 -0.01
H -5.671 -3.003 -2.703 -0.07 -0.09 0.10
```
Forces are in eV/Å.

[2]
One molecule with the formula C6H12. Source: the OMol25 dataset; level of theory: ωB97M-V/def2-TZVPD.

The calculation puts the calculated total energy at -235.7811 a.u. For the largest force on an atom, the calculation gives 0.2 eV Å⁻¹. The value obtained for the HOMO energy is -9.844 eV. The energy above the lowest of the compared OMol25 structures with the same formula, charge and spin is 97.5 kJ/mol.

The geometry in XYZ format:
```
18
Properties=species:S:1:pos:R:3:forces:R:3
C 1.761 1.017 -0.557 0.05 0.05 -0.03
C 1.391 -0.247 0.221 -0.06 -0.01 0.04
C 0.171 -0.882 -0.412 0.07 0.04 -0.13
C -0.921 -1.588 0.342 -0.05 -0.18 0.09
C -1.203 -0.267 -0.322 -0.14 0.07 -0.09
C -1.558 0.926 0.540 0.03 0.03 0.04
H 1.935 0.771 -1.612 0.01 0.05 0.14
H 0.928 1.727 -0.526 0.19 -0.05 0.01
H 2.660 1.511 -0.172 -0.16 -0.11 -0.02
H 1.215 -0.013 1.279 -0.04 -0.01 -0.17
H 2.222 -0.965 0.200 -0.12 0.11 0.03
H 0.389 -1.308 -1.392 -0.05 0.08 0.15
H -0.873 -1.576 1.429 0.04 0.02 -0.16
H -1.350 -2.495 -0.073 0.10 0.11 0.05
H -1.768 -0.307 -1.252 0.01 -0.07 0.16
H -2.622 0.873 0.801 0.17 0.06 0.00
H -1.388 1.881 0.028 -0.01 -0.17 0.05
H -0.991 0.940 1.478 -0.05 -0.02 -0.16
```
Forces are in eV/Å.

| no. | E_LUMO (eV) | Kohn-Sham gap (eV) |
| --- | --- | --- |
| 1 | -2.708 | 5.8 |
| 2 | 1.240 | 11.1 |